1.
ORCA calculation (ωB97M-V with the def2-TZVPD basis set) on a structure of composition C30H51N12O4SiSn at a distorted geometry.

Summary:
LUMO level: -8.101 eV
Kohn-Sham gap: 7.6 eV
E_HOMO: -0.5783 hartree
charge: +3
energy relative to the best compared isomer or geometry (same formula, charge and spin): 189.8 kJ/mol
F_max: 1.820 eV/A
energy: -71693.7050 eV

Last column: Mulliken charge in e.
Atoms and positions in Å:
Sn -0.1532 0.0716 0.2717  1.959
C 0.5864 0.1465 6.1850  -1.077
N -0.1497 -0.2358 4.9908  0.111
C -1.1933 -1.2350 5.1183  -0.826
C 0.0750 0.3195 3.7800  -0.009
N -0.6351 0.0810 2.7208  0.409
N 1.0993 1.2403 3.7419  -0.065
C 1.8297 1.7115 2.6805  0.434
N 2.7317 2.6546 3.0285  -0.400
N 1.6791 1.2741 1.4813  -0.213
H 0.3556 -0.5541 6.9832  0.294
H 0.2946 1.1446 6.5274  0.365
H 1.6662 0.1080 6.0273  0.413
H -1.2347 -1.5824 6.1449  0.279
H -0.9832 -2.0960 4.4769  0.296
H -2.1745 -0.8239 4.8636  0.269
H -1.3525 -0.6167 2.8864  -0.227
H 1.4227 1.5505 4.6465  0.220
H 2.8607 2.9650 3.9767  0.160
H 3.3743 3.0172 2.3467  0.214
H 2.3325 1.7050 0.8370  0.038
N 3.2159 -0.5210 -1.1845  -0.414
N 3.1881 -0.5211 -2.5841  -0.183
C 2.0375 -0.4131 -3.2559  0.466
N 2.0552 -0.4277 -4.5815  -0.328
N 0.9308 -0.3509 -2.5001  -0.065
N -0.2713 -0.2741 -3.0175  0.574
O -0.4808 -0.1151 -4.2011  -0.775
O -1.1880 -0.3753 -2.1963  -0.329
H 4.1324 -0.2209 -0.8691  0.311
H 3.0157 -1.4480 -0.8119  0.128
H 4.0476 -0.6751 -3.1061  0.179
H 2.9100 -0.5100 -5.1090  0.164
H 1.1732 -0.3217 -5.0749  0.232
C -3.8861 2.7535 1.1088  -0.486
C -4.7384 2.1113 2.0269  1.219
C -6.1634 1.9244 1.7695  -1.521
C -4.1483 1.5337 3.2446  -0.779
Si -3.9286 -0.3258 -0.7012  -0.773
O -2.8916 0.4395 0.1642  0.301
C -4.5866 -1.9125 0.0516  0.539
C -3.6948 -2.8891 0.5011  0.476
C -4.1621 -4.0911 0.9984  -0.477
C -5.5258 -4.3276 1.0812  -0.736
C -6.4223 -3.3434 0.6972  -0.874
C -5.9567 -2.1477 0.1818  -0.488
C -4.6724 0.5082 -2.1968  0.950
C -5.9546 0.2089 -2.6662  -0.478
C -6.4706 0.8706 -3.7645  -0.774
C -5.7174 1.8369 -4.4135  -0.492
C -4.4418 2.1418 -3.9608  -0.768
C -3.9220 1.4840 -2.8631  -0.092
H -3.0238 3.2584 1.5347  0.336
H -4.3584 3.3078 0.3040  0.371
H -3.3672 1.8286 0.6190  -0.202
H -6.7099 2.6011 2.4393  0.425
H -6.5016 0.9266 2.0495  0.446
H -6.4565 2.1674 0.7505  0.385
H -3.8721 2.3329 3.9359  0.427
H -3.2214 1.0201 2.9821  -0.081
H -4.8282 0.8586 3.7552  0.454
H -2.6296 -2.6832 0.4571  0.271
H -3.4702 -4.8562 1.3194  0.400
H -5.8926 -5.2732 1.4484  0.437
H -7.4836 -3.5110 0.7911  0.429
H -6.6636 -1.3836 -0.1043  0.370
H -6.5531 -0.5449 -2.1762  0.282
H -7.4644 0.6369 -4.1165  0.449
H -6.1255 2.3450 -5.2745  0.431
H -3.8555 2.8972 -4.4617  0.444
H -2.9232 1.7015 -2.5155  0.349
C -1.2315 6.0619 0.2976  -1.104
C -0.3344 5.2717 -0.6651  -0.327
C -0.3760 3.8728 -0.3879  0.305
N -0.4426 2.7546 -0.1374  -0.783
H -1.1236 7.1234 0.0906  0.377
H -0.9445 5.8876 1.3327  0.331
H -2.2759 5.7913 0.1611  0.266
H 0.6994 5.6148 -0.5766  0.287
H -0.6518 5.4312 -1.6988  0.281
O 0.4877 -2.4031 0.5312  -0.523
C 0.9941 -3.5247 0.4979  -0.145
C 1.0163 -4.4473 1.6745  -0.964
C -0.2455 -5.3193 1.4547  0.037
C -0.3654 -6.0135 0.0864  -1.110
C -0.7535 -5.1155 -1.1067  -0.083
C 0.3937 -4.2563 -1.6874  -0.557
N 1.4224 -4.0877 -0.6661  -0.090
H 0.9363 -3.9071 2.6159  0.325
H 1.9037 -5.0778 1.6884  0.365
H -1.1251 -4.6937 1.6183  -0.137
H -0.2440 -6.0915 2.2246  0.422
H -1.1583 -6.7573 0.1840  0.493
H 0.5469 -6.5718 -0.1300  0.359
H -1.5614 -4.4585 -0.7807  -0.116
H -1.1470 -5.7520 -1.8994  0.493
H 0.0196 -3.2711 -1.9720  -0.124
H 0.8492 -4.7295 -2.5572  0.522
H 1.9220 -4.9596 -0.5311  0.430

***

2.
ORCA calculation (ωB97M-V with the def2-TZVPD basis set) on a cluster of 2 separate species, C26H34BBrNO2 in total at a distorted geometry.

Summary:
LUMO level: -5.433 eV
Kohn-Sham gap: 5.3 eV
E_HOMO: -0.3962 hartree
charge: +1
energy relative to the best compared isomer or geometry (same formula, charge and spin): 0.0 kJ/mol
F_max: 3.138 eV/A
energy: -103811.0642 eV

Last column: natural (NBO) charge in e.
Atoms and positions in Å:
C 5.4541 5.0007 -2.2917  -0.263
O 5.5223 3.5992 -2.1993  -0.445
C 4.3142 2.9510 -1.9573  0.407
C 4.3880 1.5668 -1.7368  -0.248
C 3.2687 0.8157 -1.5319  -0.086
C 1.9873 1.4037 -1.5097  -0.191
C 0.8551 0.5594 -1.3754  0.152
C -0.4629 0.9237 -1.0049  -0.183
C -1.5500 0.0952 -1.3612  -0.117
C -2.8297 0.4290 -1.0216  -0.217
C -3.1071 1.5780 -0.2662  0.404
O -4.4483 1.9094 0.0581  -0.506
C -5.2620 2.4887 -0.9551  0.262
C -6.3828 1.8177 -1.4503  -0.250
C -7.1697 2.3847 -2.4268  -0.192
C -6.8658 3.6387 -2.9205  -0.201
C -5.7641 4.3211 -2.4416  -0.211
C -4.9674 3.7520 -1.4745  -0.215
C -2.0248 2.3695 0.1482  -0.271
C -0.7442 2.0619 -0.2180  -0.107
C 1.9122 2.8006 -1.7226  -0.100
C 3.0397 3.5465 -1.9468  -0.266
H 6.4693 5.3780 -2.4243  0.224
H 4.8522 5.2977 -3.1516  0.186
H 5.0427 5.4078 -1.3677  0.187
H 5.3619 1.1117 -1.7549  0.253
H 3.3594 -0.2435 -1.3679  0.243
H 1.0131 -0.4788 -1.6206  0.227
H -1.3591 -0.8005 -1.9265  0.230
H -3.6546 -0.1929 -1.3174  0.239
H -6.6174 0.8453 -1.0568  0.227
H -8.0230 1.8500 -2.8121  0.227
H -7.4837 4.0823 -3.6828  0.224
H -5.5296 5.3010 -2.8258  0.224
H -4.1154 4.2809 -1.0871  0.208
H -2.2226 3.2213 0.7729  0.248
H 0.0772 2.6492 0.1514  0.231
H 0.9455 3.2689 -1.7735  0.229
H 2.9432 4.5956 -2.1612  0.235
C 0.2004 -5.6225 1.2224  -0.638
C 1.2439 -4.5313 1.0770  -0.218
N 1.3801 -3.6463 2.2990  -0.410
C 0.0987 -2.9250 2.6775  -0.211
C -0.5647 -2.1762 1.5387  -0.633
C 1.9214 -4.4580 3.4588  -0.217
C 2.3051 -3.6473 4.6770  -0.633
B 2.4515 -2.5631 1.8778  -0.050
Br 4.2996 -3.2788 1.6520  -0.229
H 2.1820 -2.0789 0.8407  -0.064
H 0.1229 -6.2315 0.3188  0.237
H 0.4390 -6.2981 2.0459  0.218
H -0.7877 -5.2028 1.4203  0.204
H 2.2287 -4.9650 0.8746  0.243
H 1.0250 -3.8967 0.2131  0.216
H -0.5887 -3.6573 3.1125  0.209
H 0.3384 -2.2293 3.4863  0.232
H -1.4807 -1.6780 1.8660  0.231
H 0.0936 -1.4073 1.1305  0.223
H -0.8377 -2.8460 0.7213  0.207
H 1.1732 -5.2098 3.7274  0.201
H 2.7870 -5.0178 3.0911  0.240
H 2.6688 -4.2890 5.4831  0.237
H 3.0976 -2.9345 4.4448  0.241
H 1.4571 -3.0863 5.0731  0.204
H 2.5235 -1.7101 2.6817  -0.037

***

3.
ORCA calculation (ωB97M-V with the def2-TZVPD basis set) on an isolated molecule of C5H14N2 at a distorted geometry.

Summary:
LUMO level: 1.145 eV
Kohn-Sham gap: 9.1 eV
E_HOMO: -0.2907 hartree
SMILES: CCCNCCN
energy relative to the best compared isomer or geometry (same formula, charge and spin): 273.0 kJ/mol
F_max: 4.622 eV/A
energy: -8389.7896 eV

Last column: natural (NBO) charge in e.
Atoms and positions in Å:
N 1.4938 -2.9014 -0.3471  -0.844
C 2.1620 -1.6605 0.4247  -0.216
C 1.7626 -0.2348 0.0605  -0.224
N 0.2808 -0.1717 0.0679  -0.678
C -0.4368 1.0660 0.0501  -0.188
C -1.9825 0.9897 0.1476  -0.423
C -2.7567 2.2557 -0.2447  -0.618
H 1.7634 -3.6775 0.1667  0.353
H 1.8910 -3.0224 -1.2724  0.350
H 1.9057 -1.8519 1.5658  0.187
H 3.2386 -1.7292 0.3222  0.178
H 2.1573 0.5857 0.6264  0.210
H 2.1101 -0.2193 -1.0285  0.154
H -0.1643 -1.0631 -0.3254  0.389
H -0.2483 1.7802 -0.8871  0.129
H 0.0093 1.3206 0.9786  0.192
H -1.9329 0.7029 1.1729  0.217
H -2.2184 0.0625 -0.4890  0.196
H -3.8310 1.9883 -0.7055  0.214
H -2.1807 2.9209 -0.8974  0.212
H -3.0229 2.8594 0.6136  0.212

***

4.
ORCA calculation (ωB97M-V with the def2-TZVPD basis set) on a structure of composition C58H68InN2O4P3S5.

Summary:
LUMO level: -0.551 eV
Kohn-Sham gap: 6.2 eV
E_HOMO: -0.2473 hartree
F_max: 0.931 eV/A
energy: -159638.7871 eV

Last column: Mulliken charge in e.
Atoms and positions in Å:
In 0.1701 -0.6554 -0.4772  2.057
C -0.1500 -4.8963 0.6327  -1.238
C 0.4751 -3.8847 1.5929  0.974
C 0.7872 -4.4876 2.9587  -1.629
P -0.4968 -2.2922 1.6143  1.262
C -2.2377 -2.5030 2.2715  0.939
C -2.4980 -3.7150 3.1644  -1.882
C -3.2406 -2.4933 1.1162  -1.446
C 0.3437 -1.2849 2.8536  -0.454
C -0.0810 -1.2168 4.1812  -0.089
C 0.4897 -0.3407 5.0903  0.531
C 0.1133 -0.3644 6.5458  -1.899
C 1.4250 0.5692 4.6064  -1.594
C 1.8291 0.5408 3.2897  -0.488
C 1.3793 -0.4471 2.3963  -0.030
N 1.8579 -0.6231 1.1027  0.269
C 3.1431 -0.2642 0.7614  0.074
C 4.1648 -0.0357 1.7116  -0.698
C 5.4355 0.3549 1.3488  -1.420
C 5.8002 0.4815 0.0122  0.417
C 7.1729 0.9489 -0.3927  -1.599
C 4.8684 0.0885 -0.9317  -0.306
C 3.5665 -0.2801 -0.5925  -0.420
P 2.4714 -1.0446 -1.7957  1.257
C 2.9585 -0.5197 -3.5264  2.229
C 3.3704 0.9578 -3.5602  -1.577
C 3.9655 -1.4175 -4.2380  -1.608
C 2.8968 -2.8276 -1.4118  1.652
C 4.3732 -3.2090 -1.4847  -1.572
C 2.0151 -3.8367 -2.1411  -0.771
H 0.5665 -5.6824 0.3874  0.421
H -1.0236 -5.3729 1.0778  0.257
H -0.4673 -4.4129 -0.2940  0.007
H 1.4211 -3.5325 1.1650  0.002
H -0.0945 -4.9440 3.4041  0.348
H 1.5477 -5.2640 2.8521  0.446
H 1.1720 -3.7278 3.6386  0.317
H -2.3831 -1.5846 2.8500  0.426
H -2.4726 -4.6333 2.5788  0.332
H -1.7767 -3.7911 3.9755  0.291
H -3.4929 -3.6291 3.6052  0.472
H -3.0606 -3.3221 0.4305  0.306
H -4.2557 -2.5892 1.5095  0.587
H -3.1791 -1.5633 0.5533  -0.065
H -0.8649 -1.8810 4.5267  0.114
H -0.8177 -0.9074 6.7070  0.358
H 0.8961 -0.8588 7.1250  0.354
H -0.0022 0.6484 6.9324  0.421
H 1.8199 1.3297 5.2698  0.336
H 2.5067 1.2995 2.9287  0.996
H 3.9621 -0.2191 2.7543  0.688
H 6.1720 0.5375 2.1226  0.331
H 7.7618 1.2205 0.4822  0.412
H 7.7092 0.1701 -0.9387  0.342
H 7.1036 1.8224 -1.0432  0.305
H 5.1825 0.0360 -1.9647  0.320
H 2.0142 -0.5962 -4.0663  -1.074
H 4.4522 1.0763 -3.5395  0.505
H 3.0022 1.4327 -4.4703  0.475
H 2.9527 1.4830 -2.7047  -0.011
H 4.9343 -1.4210 -3.7391  0.204
H 3.6035 -2.4427 -4.3077  0.267
H 4.1100 -1.0521 -5.2566  0.498
H 2.6075 -2.8414 -0.3529  -0.712
H 4.7042 -3.3606 -2.5102  0.351
H 5.0005 -2.4492 -1.0207  0.305
H 4.5259 -4.1462 -0.9458  0.475
H 2.2492 -3.8887 -3.2053  0.226
H 2.1616 -4.8307 -1.7142  0.477
H 0.9607 -3.5820 -2.0265  -0.288
O -3.0626 0.6638 -0.0653  -0.769
C -2.2649 1.0054 0.8042  0.547
O -1.0181 0.6508 0.8172  -0.116
C -2.7052 1.8711 2.0081  -1.853
P -1.1291 2.4860 2.7834  1.046
C -0.5774 3.7206 1.5388  0.111
C -1.3811 4.2897 0.5557  -0.180
C -0.8663 5.2480 -0.3046  -0.518
C 0.4547 5.6522 -0.1958  -0.617
C 1.2769 5.0623 0.7521  -0.656
C 0.7621 4.1007 1.6068  -0.448
C -1.7699 3.6203 4.0878  0.511
C -1.3620 4.9468 4.2148  -0.496
C -1.6777 5.6839 5.3480  -0.727
C -2.4179 5.1102 6.3687  -0.480
C -2.8154 3.7841 6.2659  -0.786
C -2.4781 3.0434 5.1459  -0.339
H -3.1985 1.2087 2.7231  0.598
H -3.4124 2.6445 1.7124  0.512
H -2.4210 4.0080 0.4572  0.343
H -1.5086 5.6901 -1.0559  0.387
H 0.8373 6.4291 -0.8449  0.375
H 2.3157 5.3590 0.8303  0.433
H 1.4018 3.6519 2.3569  0.369
H -0.8031 5.4192 3.4172  0.310
H -1.3360 6.7083 5.4274  0.399
H -2.6760 5.6908 7.2444  0.365
H -3.3803 3.3311 7.0714  0.389
H -2.7558 1.9958 5.0831  0.283
C -0.6282 0.7115 -6.6389  -1.088
O -1.5146 0.6828 -5.5356  0.598
C -2.8132 0.4159 -5.7424  0.974
C -3.3159 -0.0097 -6.9691  -0.834
C -4.6507 -0.3363 -7.1231  -0.841
C -5.5174 -0.2411 -6.0471  -0.841
C -5.0320 0.1812 -4.8252  -0.682
C -3.6942 0.5280 -4.6466  -0.107
N -3.3063 0.8278 -3.3195  0.440
C -2.2129 1.3241 -2.7683  -0.019
C -1.2340 2.1686 -3.2865  0.287
C -1.5174 3.1152 -4.3017  -0.344
C -0.5970 4.0464 -4.6723  -1.332
C 0.6666 4.0499 -4.0486  -1.023
C 0.9880 3.1357 -3.0889  -0.606
C 0.0748 2.1217 -2.6713  0.303
O 0.4768 1.2017 -1.8674  -0.823
H 0.3225 1.0539 -6.2338  0.093
H -0.9680 1.4147 -7.4038  0.427
H -0.4937 -0.2772 -7.0863  0.315
H -2.6453 -0.1185 -7.8087  0.490
H -5.0068 -0.6815 -8.0837  0.438
H -6.5605 -0.5026 -6.1549  0.409
H -5.6982 0.2403 -3.9726  0.510
H -3.9364 0.4264 -2.6349  0.532
H -2.1160 1.0737 -1.7182  -0.194
H -2.5144 3.1355 -4.7258  0.561
H -0.8311 4.7926 -5.4189  0.474
H 1.3939 4.8005 -4.3336  0.452
H 1.9539 3.1582 -2.6083  0.827
C -4.3199 -3.9004 -2.9321  -0.535
S -2.8647 -4.9692 -2.7178  -0.100
C -1.6613 -4.0160 -3.5718  0.916
C -1.1858 -2.8162 -3.1631  -1.545
S -1.7155 -1.9704 -1.7572  0.423
S -0.0119 -2.0865 -4.2325  0.386
C 0.0468 -3.3468 -5.4260  0.105
S 0.9945 -3.2583 -6.7626  -0.251
S -1.0219 -4.6596 -5.0733  -0.255
H -5.1368 -4.3761 -2.3950  0.415
H -4.5576 -3.8155 -3.9897  0.304
H -4.0985 -2.9285 -2.4987  -0.014

***

5.
ORCA calculation (ωB97M-V with the def2-TZVPD basis set) on an isolated molecule of C2H5N3O at a distorted geometry.

Summary:
LUMO level: 0.739 eV
Kohn-Sham gap: 9.5 eV
E_HOMO: -0.3210 hartree
SMILES: N/N=C\NC=O
energy relative to the best compared isomer or geometry (same formula, charge and spin): 339.6 kJ/mol
F_max: 5.062 eV/A
energy: -8670.1228 eV

Last column: natural (NBO) charge in e.
Atoms and positions in Å:
C -0.4078 0.6748 0.0433  0.189
C 1.7197 -0.4959 -0.2186  0.552
H -3.1699 -0.8228 -0.0667  0.380
H -1.8454 -0.9291 0.9045  0.344
H 0.3605 1.3893 0.2921  0.197
H -0.1621 -1.1194 -0.3261  0.384
H 1.9238 -1.5058 -0.4731  0.126
N -2.1183 -0.5192 -0.0431  -0.733
N -1.6887 0.8078 -0.1819  -0.262
N 0.3378 -0.4657 0.2587  -0.666
O 2.4134 0.3943 0.0607  -0.509